Record 1
Computed, not measured: 12 unconnected molecules or ions with the total composition C56H125F6N13O20 in a non-equilibrium geometry, with ωB97M-V/def2-TZVPD.

Output
Orbital gap, eV: 7.64
2S+1: 1
HOMO, eV: -14.659
E_LUMO, Ha: -0.258
Charge: +4

Element x y z (Å)
F: -2.60565 -5.42901 0.48896
F: -1.65459 -3.58247 -0.31567
F: -1.63846 5.83927 -2.19716
F: -0.40079 4.24252 -1.93883
F: -2.57672 3.97973 -1.57090
F: -3.02006 -4.57546 -1.47375
O: -3.47045 -2.92930 1.83894
O: 7.13648 4.29955 -2.13424
O: 4.54127 -1.53568 -0.64089
O: 2.51550 -1.28297 -1.06524
O: 1.37836 -5.83605 -1.18574
O: -1.17289 7.53731 4.72523
O: -0.74383 4.61070 1.19967
O: 3.53558 4.86190 -1.08404
O: 0.04491 3.23528 5.63160
O: -4.19055 -0.15991 -3.24303
O: -2.69338 5.61470 0.55577
O: 0.14833 -3.90533 -4.72793
O: -4.58466 -2.50555 -0.15303
O: -7.18823 -4.50109 -4.20240
O: 3.60273 -1.94927 -7.42549
O: 3.87134 -0.11679 -2.05998
O: 3.63136 5.88883 3.17488
O: 1.75873 2.15571 6.15133
O: 4.58807 -7.95902 -0.56473
O: -0.13803 1.16144 5.95891
N: -3.41538 2.06696 2.85225
N: 5.46583 2.88438 -0.34562
N: 0.61112 6.53498 3.01985
N: 1.69675 -2.30405 4.43008
N: -0.68777 -0.10843 0.32101
N: 1.63748 -1.49117 -5.24935
N: -4.18496 1.08268 1.02079
N: 2.91472 -1.15342 3.03483
N: 1.96758 -8.48729 -1.29295
N: 0.56193 2.16621 5.94015
N: 3.68044 -1.06524 -1.28909
N: 0.02180 1.17346 2.05864
N: -6.11380 -2.05229 -2.52854
C: 2.95799 5.90604 1.98873
C: 2.55119 -1.23130 4.32028
C: -5.29104 -2.23854 -3.76517
C: -8.36785 -4.38949 -5.07159
C: 2.99725 -0.72668 -5.38108
C: 1.37885 -4.66898 -0.34203
C: 1.60580 -2.95211 3.21141
C: -3.95167 -1.58658 -3.61358
C: -2.83886 6.93703 1.03929
C: -3.90234 -3.51530 0.58376
C: -0.74060 0.39321 -2.11105
C: -3.58903 2.23456 1.49126
C: -2.51272 -2.87867 4.06537
C: 3.97017 -1.68771 -6.01777
C: -2.88677 -3.75381 2.87118
C: 7.31788 2.87236 -1.99530
C: 2.44342 -2.25613 2.33261
C: -1.35290 5.27133 0.07810
C: 3.93688 2.69396 -0.02296
C: -7.51372 -2.59697 -2.52461
C: -4.29036 0.15686 2.03874
C: -0.42345 -0.00335 2.54355
C: 4.43591 -2.90170 -8.16870
C: 2.49996 5.71587 -1.63296
C: 0.40361 -1.83646 6.46262
C: 3.96803 -9.09577 0.00789
C: -2.40729 7.64341 5.45507
C: -4.54686 0.84244 -0.27359
C: -0.10725 1.10517 0.68646
C: 3.76177 -0.19124 2.44377
C: 1.19062 -2.85594 5.66158
C: -2.78376 -4.28149 -0.21486
C: -3.79541 0.77128 3.17190
C: 0.53616 -8.09151 -1.41869
C: 0.22435 -6.61867 -1.26126
C: -0.44868 6.40841 5.20754
C: 0.08652 -2.82961 -3.75164
C: -4.45511 3.48923 4.51187
C: 1.82299 6.93442 2.14254
C: 0.91452 6.42364 4.58473
C: 6.50847 4.84198 -3.25627
C: -1.49130 4.78189 -1.45157
C: -7.45935 -4.11824 -2.87541
C: 2.39604 -9.05876 0.07540
C: -3.64783 0.89910 -4.03291
C: 4.44490 4.71629 3.42686
C: -1.00266 -4.62377 -4.76629
C: -0.85237 -0.64626 -1.02692
C: 5.98272 -8.13999 -0.81041
C: 3.09832 3.56961 -0.91245
C: 1.32458 -1.91108 -3.76848
C: 0.59401 2.32745 2.78181
C: -4.20375 7.26479 1.54137
C: 6.01012 2.26510 -1.68302
C: -0.88472 -0.81757 1.49571
C: -3.15487 3.11335 3.77007
H: -4.62738 -4.25480 0.92368
H: 1.52361 7.31394 4.74125
H: 4.14587 -3.11197 -9.19815
H: 2.11525 -3.13050 6.16931
H: 1.78405 -2.29411 -5.84423
H: 2.17397 7.95036 2.32362
H: 2.84014 -2.56225 1.37589
H: 2.00080 -8.34023 0.79345
H: -2.17940 7.24671 1.85004
H: 2.26257 -9.04441 -2.08206
H: 0.22417 0.90025 -2.12608
H: 0.45184 -4.10613 -0.45129
H: -8.55309 -3.34989 -5.34177
H: 6.49308 4.25394 -4.17391
H: -3.76607 0.41887 4.19236
H: 5.28783 2.52544 -2.45673
H: -0.49539 -1.52414 5.93125
H: 1.92113 -10.03158 0.20257
H: 7.77766 2.60165 -2.94578
H: 4.29249 0.45920 3.13901
H: -0.22984 2.84575 3.27245
H: -4.40609 6.72452 2.46617
H: 5.64239 3.87866 -0.32743
H: 4.53729 -0.75060 1.92054
H: -1.05579 5.53132 4.98344
H: -0.79538 -2.21903 -3.94543
H: -5.35317 3.75833 3.95585
H: -0.23033 7.07781 2.88801
H: 3.51198 1.69177 0.03323
H: -4.68033 2.76301 5.29288
H: -6.60454 -4.55592 -2.35982
H: 1.09922 -1.01297 6.62415
H: 3.67218 6.15322 1.20328
H: -3.80840 0.18802 -0.73677
H: -2.69984 7.72189 0.29582
H: -3.32280 -2.01528 -2.83331
H: -4.68956 -0.82287 1.82158
H: -3.40385 -1.77755 -4.53636
H: 4.30632 -9.99508 -0.50681
H: -9.27121 -4.84865 -4.67006
H: 1.03103 2.95694 2.00667
H: -7.91187 -2.32900 -1.54596
H: -0.37952 -6.57552 -0.35484
H: 5.52409 5.28825 -3.11508
H: -4.16273 8.29526 1.89428
H: -1.69602 -2.19003 3.84884
H: -2.15343 -3.40020 4.95250
H: 3.08508 3.12518 -1.90765
H: -3.54595 -4.51455 3.28933
H: -1.86404 -1.04970 -0.98370
H: 3.95790 3.75350 3.58168
H: -5.89145 -1.75873 -4.53808
H: -1.02399 0.06910 -3.11242
H: 2.65883 0.03615 -6.08227
H: -0.09793 -8.71240 -0.78583
H: -3.34453 -2.20147 4.25928
H: 2.81785 -0.57762 5.13758
H: -0.37939 -0.17004 3.60969
H: 2.12648 5.44758 -2.62121
H: 2.61323 4.89085 1.79221
H: -4.14032 0.81454 -5.00162
H: 5.99110 2.32023 0.30702
H: -2.90112 8.61158 5.37214
H: -3.38588 3.16868 0.98870
H: -8.26767 -5.04827 -5.93418
H: -5.13508 -3.31507 -3.83471
H: -0.98810 -5.11857 -5.73740
H: 6.36465 -7.16970 -1.12788
H: 6.60448 -8.40817 0.04376
H: 1.44421 7.11221 1.13605
H: 5.36516 -2.35230 -8.31950
H: 3.06313 0.31635 1.77865
H: -1.94336 -4.20641 2.56583
H: -3.09984 6.82532 5.25708
H: -8.37935 -4.56868 -2.50285
H: 1.34714 2.01233 3.50404
H: 0.85894 -0.95138 -5.59949
H: 0.07704 -2.19433 7.43902
H: 2.29525 -2.34718 -3.53246
H: 4.69971 -3.84612 -7.69271
H: -1.93050 -4.07369 -4.92319
H: -1.09020 -5.31663 -3.92939
H: 0.20283 1.85176 -0.02967
H: -8.09292 -2.06175 -3.27705
H: 1.47203 -4.91366 0.71606
H: 7.19253 5.64644 -3.52648
H: 2.20874 -4.02034 -0.62245
H: -2.22855 7.65746 6.53023
H: 6.05681 1.17927 -1.60002
H: 4.29967 -9.25480 1.03396
H: -6.19456 -1.06159 -2.34945
H: -4.54098 1.77794 -0.83296
H: -0.15014 -1.45696 -1.22120
H: -3.73811 1.86960 -3.54498
H: -0.78606 6.19256 -0.05660
H: 3.85088 3.02556 1.01180
H: -2.38683 2.80773 4.48057
H: 0.27050 -8.51284 -2.38824
H: 1.18373 -3.94598 3.18910
H: 3.94867 -2.66799 -5.54169
H: 3.39249 -0.28215 -4.46769
H: 0.26470 5.64281 2.69718
H: -1.45367 1.18291 -1.87435
H: 2.58299 -7.68670 -1.27238
H: 6.03661 -8.91651 -1.57344
H: -5.58723 0.51735 -0.28031
H: -4.16357 4.41578 5.00647
H: -1.38342 -1.77135 1.58514
H: 4.96851 4.87464 4.36965
H: 2.93727 6.70555 -1.76483
H: -0.09500 -3.18418 -2.73703
H: -5.56488 -2.31563 -1.72266
H: 4.96110 -1.24329 -5.92464
H: 1.69589 5.78142 -0.89996
H: 5.17214 4.53193 2.63615
H: 0.60378 -3.73693 5.40164
H: 2.05126 3.61802 -0.61345
H: 1.16067 -1.00207 -3.18976
H: 1.50696 5.52585 4.76107
H: -2.70715 3.97368 3.27259
H: -2.57586 0.88316 -4.22972
H: -0.35387 6.45669 6.29233
H: 7.99846 2.57588 -1.19717
H: -5.01002 7.17521 0.81336
H: -0.40143 -6.22046 -2.05996

Mulliken population analysis, charges in e, atoms 1 to 99: -0.310, 0.068, -0.303, -0.228, -0.260, -0.223, -0.124, -0.389, -0.710, -0.142, -0.563, -0.413, 0.273, -0.321, -0.643, -0.116, -0.304, -0.500, -0.992, -0.350, -0.368, -0.689, -0.458, -0.737, -0.284, -0.633, 0.934, -0.102, 0.710, 0.314, 1.375, -0.078, 0.234, 0.280, 0.015, 1.118, 0.633, 1.401, 0.493, 0.934, -0.300, -0.821, -0.762, -0.240, -0.102, -0.543, 0.366, 0.185, -0.790, -2.121, -0.305, -0.558, -0.764, -0.389, -0.570, -0.653, -0.482, 0.730, -0.407, -0.731, -0.791, -0.797, -0.439, -1.037, -0.606, -0.661, -0.549, -0.604, -0.799, -0.476, 0.566, -0.950, -1.361, 0.968, -0.262, 0.860, -1.378, -1.180, -0.476, -0.698, 0.431, -0.801, -0.634, -0.920, -0.691, -0.271, 2.498, -0.744, -0.078, -0.686, 0.232, -1.606, -0.545, -0.246, 0.329, 0.558, 0.424, 0.292, 0.398



Record 2
Computed, not measured: a single C3H7NO2 molecule, with ωB97M-V/def2-TZVPD.

Output
Orbital gap, eV: 10.52
Structure (SMILES): C/C(CO)=N/O
2S+1: 1
HOMO, eV: -9.649
E_LUMO, Ha: 0.032
Charge: 0

Element x y z (Å)
O: -0.84695 -2.21929 0.18373
O: 1.92752 0.55508 -0.39206
N: -1.28009 -0.90954 0.00599
C: 1.11868 -0.33387 0.35852
C: -0.73469 1.39754 -0.09016
C: -0.34560 -0.04676 0.10730
H: 1.64136 0.50503 -1.31330
H: 1.34856 -0.15148 1.41622
H: -0.87683 1.62345 -1.15290
H: -1.68358 1.60307 0.40479
H: -1.66072 -2.70922 0.00997
H: 1.35595 -1.38647 0.16691
H: 0.03640 2.07246 0.29498

Partial atomic charges computed with the natural (NBO) method, in multiples of e: -0.577, -0.705, -0.141, -0.134, -0.659, 0.182, 0.466, 0.200, 0.224, 0.234, 0.479, 0.199, 0.232



Record 3
Computed, not measured: 2 unconnected molecules or ions with the total composition C9H11Cl4N5OPS in a non-equilibrium geometry, with ωB97M-V/def2-TZVPD.

Output
Orbital gap, eV: 8.97
2S+1: 1
HOMO, eV: -12.041
E_LUMO, Ha: -0.113
Charge: +1

Element x y z (Å)
Cl: -1.39127 -5.73076 3.10512
Cl: -3.26089 -6.47860 1.04041
Cl: -2.02973 -3.86379 1.00496
Cl: -4.00374 -4.51184 3.01402
S: -2.68894 4.84441 -0.79884
P: 3.14925 1.62719 -1.10803
O: 2.58242 0.29391 -1.87705
N: -1.47204 2.41169 -0.43335
N: 0.21540 0.12397 0.97127
N: -0.21262 1.85990 -0.55465
N: 1.88616 2.83994 -1.21867
N: -0.15001 4.01004 -1.10821
C: -1.39353 3.69795 -0.77831
C: 0.28601 -1.17709 1.21504
C: 0.06988 -2.18385 0.27947
C: -0.08077 0.45904 -0.27297
C: -0.35147 -0.44949 -1.27286
C: 0.56951 2.88423 -0.96344
C: -0.28002 -1.81027 -1.01304
C: -2.68158 -5.15880 2.04841
C: 3.17377 1.19908 0.68037
H: 2.98245 0.13855 0.85934
H: -3.69240 3.95490 -0.84513
H: 2.62071 -0.48290 -1.30297
H: 2.24121 3.72289 -1.56128
H: 4.12850 1.51107 1.09758
H: -2.25778 1.85228 -0.14002
H: 0.19541 -3.21590 0.55314
H: -0.61486 -0.09284 -2.26245
H: 0.55065 -1.46568 2.22776
H: -0.46583 -2.54400 -1.78601
H: 2.37615 1.73479 1.20041

Partial atomic charges computed with the natural (NBO) method, in multiples of e: 0.067, 0.080, 0.011, 0.074, 0.186, 1.260, -0.973, -0.353, -0.393, -0.211, -0.878, -0.488, 0.265, 0.035, -0.223, 0.278, -0.218, 0.610, -0.166, -0.224, -1.002, 0.235, 0.142, 0.499, 0.449, 0.266, 0.449, 0.258, 0.243, 0.219, 0.249, 0.254



Record 4
Computed, not measured: a gas-phase ion, C8H15BrN (charge +1) in a non-equilibrium geometry, with ωB97M-V/def2-TZVPD.

Output
Orbital gap, eV: 9.39
Structure (SMILES): CCCC1=C(Br)CC[N@@H+]1C
2S+1: 1
HOMO, eV: -12.726
E_LUMO, Ha: -0.123
Charge: +1

Element x y z (Å)
Br: 1.47905 1.59099 -2.43916
N: -0.65001 0.53784 1.07174
C: 0.41440 0.31080 0.08135
C: -1.56806 1.60108 0.50769
C: 0.35549 1.40818 -0.90338
C: 0.92160 -1.03645 -0.05932
C: -0.05533 -1.80828 -0.93511
C: 0.18312 1.01786 2.31144
C: -0.64373 2.42344 -0.40382
C: 0.67948 -2.99163 -1.58029
H: -1.07690 -0.25948 1.37473
H: 2.07334 -0.98343 -0.51217
H: 1.43412 -2.46215 -2.29970
H: -2.38008 1.19756 -0.10092
H: -1.14340 2.91138 -1.23828
H: 0.86502 -1.40314 0.95761
H: 0.82774 1.81789 1.89901
H: -0.04642 3.09206 0.34363
H: -0.82939 -2.20785 -0.25950
H: -2.04795 2.16334 1.23726
H: -0.52252 1.41636 3.04338
H: 0.77330 0.07195 2.51645
H: 0.05252 -3.80018 -1.96990
H: -0.50936 -1.18416 -1.70462
H: 1.41396 -3.42400 -0.93813

Partial atomic charges computed with the natural (NBO) method, in multiples of e: 0.187, -0.369, 0.128, -0.206, -0.056, -0.476, -0.399, -0.397, -0.480, -0.604, 0.423, 0.268, 0.211, 0.241, 0.272, 0.214, 0.238, 0.231, 0.196, 0.231, 0.239, 0.239, 0.238, 0.216, 0.214